[1]
Computed, not measured: a cluster of 9 separate species, C27H76N2O9P in total, with wB97M-V/def2-TZVPD.

XYZ file:
```
115
Properties=species:S:1:pos:R:3
C -1.55 -1.25 1.80
C -1.40 0.06 1.03
C -2.17 1.21 1.68
N -3.58 1.21 1.25
N -4.48 0.70 2.23
P -5.82 -0.08 1.26
O -6.40 0.96 0.43
H -0.76 -1.95 1.55
H -1.56 -1.09 2.88
H -2.49 -1.74 1.52
H -0.35 0.34 0.91
H -1.85 -0.07 0.05
H -1.71 2.16 1.41
H -2.11 1.11 2.77
H -3.92 2.11 0.92
H -4.88 1.39 2.88
H -3.98 0.01 2.80
H -6.67 -0.60 2.25
H -5.10 -1.08 0.62
C -2.53 4.80 -0.16
C -1.02 4.84 -0.32
C -0.60 5.60 -1.57
O -0.49 3.51 -0.33
H -2.98 4.28 -1.01
H -2.80 4.25 0.75
H -2.97 5.79 -0.09
H -0.57 5.31 0.56
H -1.00 5.11 -2.46
H 0.49 5.62 -1.66
H -0.96 6.63 -1.54
H -0.86 3.07 -1.11
C -6.28 5.39 3.13
C -5.11 6.07 2.43
C -4.86 7.46 2.98
O -5.33 6.11 1.02
H -7.20 5.97 2.98
H -6.45 4.39 2.73
H -6.11 5.31 4.21
H -4.21 5.45 2.56
H -5.72 8.10 2.82
H -4.01 7.92 2.47
H -4.65 7.43 4.05
H -6.11 6.65 0.86
C -8.32 -0.03 -4.19
C -7.15 -0.83 -3.62
C -7.36 -1.16 -2.15
O -5.92 -0.13 -3.80
H -8.41 0.92 -3.66
H -8.15 0.19 -5.24
H -9.26 -0.58 -4.09
H -7.04 -1.76 -4.19
H -7.42 -0.23 -1.57
H -6.51 -1.74 -1.78
H -8.27 -1.73 -1.99
H -5.99 0.70 -3.33
C 3.83 -2.30 1.17
C 2.51 -1.62 1.50
C 2.39 -1.29 2.98
O 1.41 -2.45 1.09
H 3.92 -3.24 1.71
H 3.90 -2.53 0.11
H 4.67 -1.67 1.43
H 2.41 -0.71 0.91
H 2.45 -2.20 3.57
H 1.44 -0.80 3.19
H 3.20 -0.63 3.29
H 1.47 -3.27 1.57
C 6.37 -5.79 1.10
C 5.81 -5.24 -0.21
C 6.36 -5.98 -1.41
O 6.08 -3.84 -0.31
H 7.46 -5.68 1.12
H 5.96 -5.25 1.96
H 6.13 -6.85 1.21
H 4.72 -5.31 -0.19
H 7.45 -5.88 -1.47
H 5.95 -5.58 -2.33
H 6.12 -7.05 -1.36
H 7.04 -3.73 -0.33
C -6.60 11.86 4.86
C -5.35 11.53 4.05
C -4.65 12.78 3.57
O -5.68 10.68 2.95
H -7.31 12.41 4.25
H -7.08 10.94 5.21
H -6.35 12.47 5.73
H -4.67 10.94 4.66
H -5.31 13.36 2.92
H -3.76 12.53 3.00
H -4.35 13.42 4.41
H -6.29 11.16 2.38
C 6.05 -6.45 -6.17
C 7.18 -5.68 -5.52
C 8.39 -5.56 -6.43
O 7.54 -6.28 -4.27
H 6.37 -7.47 -6.40
H 5.19 -6.51 -5.50
H 5.73 -5.98 -7.10
H 6.83 -4.68 -5.25
H 8.78 -6.56 -6.67
H 9.19 -5.00 -5.95
H 8.13 -5.07 -7.37
H 7.86 -7.17 -4.45
C 9.97 -9.57 -0.76
C 8.60 -9.13 -1.25
C 7.49 -9.65 -0.34
O 8.38 -9.56 -2.59
H 10.05 -10.66 -0.75
H 10.75 -9.19 -1.42
H 10.17 -9.21 0.25
H 8.56 -8.04 -1.29
H 7.50 -10.74 -0.32
H 6.52 -9.32 -0.70
H 7.62 -9.29 0.68
H 8.41 -10.52 -2.61
```

The orbital gap comes out at 7.840 eV. Its HOMO energy is -11.1 eV. As for the multiplicity: 1. The net charge is +1.

Here are the Mulliken charges for atoms 1 to 6, given in e: -1.1582 -0.0605 -0.6803 -0.2046 -0.1200 0.4878


[2]
Computed, not measured: a cluster of 11 separate species, C27H76N6O11 in total in a non-equilibrium geometry, with wB97M-V/def2-TZVPD.

XYZ file:
```
120
Properties=species:S:1:pos:R:3
N -1.05 1.86 -4.76
C 0.18 1.60 -5.09
N 0.16 0.32 -5.34
O 1.05 2.39 -5.38
H -1.36 2.82 -4.74
H -1.68 1.07 -4.67
H 0.86 -0.07 -5.95
H -0.70 -0.20 -5.21
N -1.09 -4.88 -2.10
C -1.93 -5.22 -1.14
N -1.53 -4.86 0.02
O -3.08 -5.66 -1.38
H -0.20 -4.55 -1.75
H -1.41 -4.88 -3.05
H -2.07 -5.12 0.83
H -0.56 -4.62 0.15
N 2.48 4.77 1.74
C 2.52 3.61 1.16
N 1.64 2.79 1.70
O 3.22 3.24 0.23
H 2.94 5.66 1.64
H 1.60 4.86 2.23
H 1.64 1.80 1.50
H 1.15 3.14 2.51
C -1.21 1.56 2.87
C -1.74 2.93 3.36
C -2.40 2.99 4.75
O -0.74 3.83 3.17
H -0.67 1.47 1.92
H -2.08 0.91 2.89
H -0.47 1.08 3.52
H -2.55 3.12 2.65
H -2.65 4.00 5.06
H -1.79 2.57 5.55
H -3.33 2.42 4.77
H -0.27 3.92 4.01
C 3.50 -3.22 0.75
C 2.34 -4.00 1.28
C 2.34 -3.89 2.76
O 1.08 -3.80 0.66
H 3.36 -3.05 -0.32
H 4.38 -3.86 0.80
H 3.49 -2.33 1.39
H 2.57 -5.05 1.11
H 3.28 -3.57 3.20
H 2.16 -4.85 3.25
H 1.59 -3.13 2.97
H 1.04 -2.90 0.32
C -4.12 -0.79 -3.63
C -5.24 -1.50 -4.47
C -5.29 -3.04 -4.65
O -6.51 -1.11 -3.86
H -3.18 -1.10 -4.09
H -4.09 -1.09 -2.58
H -4.38 0.26 -3.77
H -5.23 -1.11 -5.49
H -5.68 -3.59 -3.80
H -4.40 -3.41 -5.16
H -5.98 -3.19 -5.48
H -7.12 -0.89 -4.57
C -0.77 -1.03 -0.51
C 0.58 -0.37 -0.80
C 0.53 1.10 -1.19
O 1.43 -0.46 0.31
H -1.23 -0.53 0.34
H -0.80 -2.11 -0.36
H -1.36 -0.87 -1.42
H 1.05 -1.05 -1.51
H -0.08 1.86 -0.70
H 0.09 1.12 -2.18
H 1.57 1.41 -1.32
H 2.38 -0.39 0.18
C 4.53 -0.19 -2.30
C 5.84 -0.50 -1.50
C 6.64 -1.71 -2.02
O 6.70 0.66 -1.58
H 4.67 -0.08 -3.38
H 4.22 0.82 -2.01
H 3.76 -0.88 -1.96
H 5.68 -0.68 -0.44
H 6.02 -2.52 -1.64
H 7.61 -1.94 -1.58
H 6.79 -1.67 -3.10
H 6.87 0.74 -2.52
C -1.59 6.86 -0.88
C -1.73 5.57 0.06
C -1.26 4.34 -0.75
O -0.83 5.80 1.19
H -2.38 7.61 -0.84
H -1.68 6.57 -1.93
H -0.60 7.32 -0.79
H -2.75 5.47 0.43
H -1.52 3.55 -0.04
H -0.22 4.17 -1.03
H -1.74 4.21 -1.72
H -0.93 5.07 1.81
C 4.02 0.62 2.59
C 3.67 0.93 4.07
C 3.03 -0.32 4.79
O 4.96 1.02 4.71
H 4.74 -0.20 2.54
H 4.49 1.52 2.20
H 3.10 0.50 2.01
H 3.12 1.86 4.25
H 2.07 -0.68 4.41
H 2.90 -0.09 5.85
H 3.69 -1.19 4.82
H 5.28 1.91 4.56
C -3.61 -1.41 1.58
C -4.89 -2.26 1.62
C -5.03 -3.29 0.53
O -4.87 -3.03 2.78
H -3.43 -0.77 0.72
H -2.85 -2.17 1.72
H -3.56 -0.88 2.54
H -5.73 -1.57 1.57
H -4.21 -4.00 0.48
H -5.15 -2.86 -0.46
H -5.96 -3.86 0.56
H -4.07 -3.55 2.92
```

As for the SMILES: NC(N)=O.NC(N)=O.NC(N)=O.CC(C)O.CC(C)O.CC(C)O.CC(C)O.CC(C)O.CC(C)O.CC(C)O.CC(C)O. The orbital gap comes out at 9.636 eV. Its HOMO energy is -9.5 eV. As for the multiplicity: 1. The calculation puts the energy relative to the best compared isomer or geometry (same formula, charge and spin) at 5.7722 eV. The net charge is 0.

Here are the Mulliken charges for atoms 1 to 6, given in e: -0.2846 0.7196 -0.3082 -0.6694 0.1696 0.0548


[3]
Computed, not measured: a cluster of 11 separate species, C27H76O21S5 in total in a non-equilibrium geometry, with wB97M-V/def2-TZVPD.

XYZ file:
```
129
Properties=species:S:1:pos:R:3
C -1.88 3.77 -5.87
C -2.47 2.47 -5.40
O -3.02 2.77 -4.10
S -4.05 1.79 -3.50
C -3.08 0.75 -2.54
O -5.01 2.53 -2.77
O -4.67 1.03 -4.56
H -2.67 4.55 -5.97
H -1.54 3.62 -6.86
H -1.05 4.23 -5.35
H -3.37 2.27 -6.03
H -1.82 1.54 -5.39
H -2.39 0.18 -3.18
H -3.66 0.06 -1.96
H -2.39 1.32 -1.86
C 3.57 -1.72 -3.62
C 2.50 -1.17 -4.46
O 1.54 -2.15 -4.78
S 0.09 -1.53 -5.09
C -0.44 -2.70 -6.34
O -0.82 -1.68 -4.00
O 0.41 -0.22 -5.56
H 4.11 -2.46 -4.14
H 3.25 -2.19 -2.70
H 4.16 -0.79 -3.40
H 2.00 -0.36 -3.86
H 2.94 -0.64 -5.30
H -1.45 -3.02 -6.13
H 0.26 -3.59 -6.21
H -0.20 -2.30 -7.28
C -0.56 -2.76 2.73
C -1.58 -1.96 2.03
O -2.33 -2.90 1.24
S -2.91 -2.49 -0.16
C -4.31 -1.70 0.55
O -2.06 -1.46 -0.70
O -3.11 -3.69 -0.93
H 0.05 -2.08 3.32
H 0.07 -3.26 2.02
H -1.08 -3.48 3.26
H -2.32 -1.53 2.66
H -1.03 -1.29 1.45
H -4.94 -2.47 0.98
H -4.89 -1.18 -0.23
H -3.92 -1.02 1.34
C -0.98 -0.28 6.37
C -2.41 0.26 6.27
O -2.73 0.53 4.88
S -4.15 0.92 4.49
C -4.01 2.62 4.32
O -4.36 0.27 3.24
O -5.11 0.73 5.54
H -0.85 -1.22 5.80
H -0.81 -0.48 7.36
H -0.30 0.52 6.07
H -3.17 -0.41 6.64
H -2.55 1.31 6.77
H -3.77 3.00 5.32
H -4.97 3.03 4.11
H -3.31 2.93 3.49
C 2.08 2.29 1.76
C 3.09 3.03 0.86
O 2.57 4.21 0.21
S 3.59 5.27 -0.35
C 3.69 6.43 1.02
O 4.86 4.69 -0.55
O 2.87 5.95 -1.39
H 2.58 1.34 2.04
H 1.19 2.02 1.21
H 1.84 2.82 2.70
H 3.99 3.28 1.45
H 3.40 2.31 0.08
H 3.99 5.87 1.90
H 2.69 6.96 1.10
H 4.44 7.26 0.93
C -1.86 1.48 1.22
C -2.75 2.60 0.82
O -2.42 3.87 1.40
H -2.03 1.22 2.25
H -0.79 1.78 1.18
H -2.04 0.61 0.58
H -3.78 2.37 1.10
H -2.76 2.66 -0.28
H -1.53 3.99 1.11
C 0.49 -4.58 -2.51
C 0.39 -5.50 -1.29
O -0.08 -4.85 -0.12
H 0.71 -5.09 -3.51
H 1.29 -3.90 -2.32
H -0.49 -4.07 -2.65
H 1.29 -6.03 -1.06
H -0.32 -6.32 -1.49
H -0.90 -4.26 -0.21
C 3.69 -3.73 0.10
C 2.82 -3.67 1.36
O 3.47 -4.00 2.56
H 4.63 -3.19 0.37
H 3.16 -3.14 -0.65
H 3.76 -4.76 -0.37
H 2.01 -4.37 1.18
H 2.55 -2.64 1.46
H 3.88 -4.83 2.42
C 3.12 -1.26 6.05
C 2.27 -0.95 4.82
O 2.98 -1.22 3.57
H 3.46 -2.29 6.09
H 2.46 -1.06 6.98
H 3.91 -0.48 6.20
H 2.09 0.09 4.63
H 1.39 -1.55 4.75
H 3.34 -2.15 3.59
C -0.09 3.92 -2.01
C 0.34 2.57 -2.54
O 0.21 1.62 -1.38
H 0.15 4.77 -2.68
H 0.51 4.18 -1.12
H -1.18 3.98 -1.74
H 1.37 2.51 -2.94
H -0.37 2.26 -3.31
H 0.59 0.78 -1.69
C 2.48 -0.60 -0.27
C 1.00 -1.05 -0.40
O 0.79 -1.04 -1.82
H 2.86 -0.89 0.72
H 2.60 0.55 -0.37
H 3.13 -1.11 -0.98
H 0.33 -0.35 0.05
H 0.68 -1.99 0.09
H -0.12 -1.41 -1.92
```

As for the SMILES: CCOS(C)(=O)=O.CCOS(C)(=O)=O.CCOS(C)(=O)=O.CCOS(C)(=O)=O.CCOS(C)(=O)=O.CCO.CCO.CCO.CCO.CCO.CCO. The orbital gap comes out at 10.318 eV. Its HOMO energy is -10.0 eV. As for the multiplicity: 1. The calculation puts the energy relative to the best compared isomer or geometry (same formula, charge and spin) at 0.0000 eV. The net charge is 0.

Here are the Mulliken charges for atoms 1 to 6, given in e: -1.3454 -0.0037 -0.2874 1.4491 0.6761 -0.6925


[4]
Computed, not measured: a cluster of 7 separate species, C27H78N12O13P4 in total in a non-equilibrium geometry, with wB97M-V/def2-TZVPD.

XYZ file:
```
134
Properties=species:S:1:pos:R:3
O 16.11 24.04 16.58
P 16.92 23.48 15.48
N 16.10 23.44 13.96
C 15.18 24.56 13.66
C 16.42 22.63 12.76
N 17.45 21.87 15.78
C 18.63 21.52 16.59
C 16.51 20.74 15.63
N 18.37 24.33 15.11
C 19.31 23.98 14.07
C 18.74 25.50 15.91
H 14.98 24.54 12.59
H 15.68 25.49 13.90
H 14.27 24.50 14.25
H 15.57 22.44 12.11
H 16.78 21.68 13.15
H 17.20 23.09 12.15
H 19.24 22.43 16.66
H 18.31 21.22 17.59
H 19.25 20.69 16.26
H 15.69 20.98 14.96
H 16.98 19.86 15.20
H 16.00 20.48 16.56
H 19.56 24.89 13.52
H 20.20 23.62 14.59
H 18.93 23.18 13.44
H 19.61 25.31 16.54
H 17.86 25.88 16.42
H 19.00 26.31 15.22
O 9.91 23.18 18.81
P 10.37 22.89 17.42
N 11.12 24.22 16.65
C 10.24 25.34 16.24
C 12.40 24.60 17.18
N 9.10 22.35 16.40
C 7.95 21.64 16.97
C 9.17 22.28 14.95
N 11.59 21.63 17.26
C 12.30 21.46 16.01
C 11.34 20.44 18.03
H 9.48 25.02 15.54
H 10.90 26.09 15.80
H 9.70 25.78 17.08
H 12.43 24.41 18.25
H 12.70 25.62 16.93
H 13.16 23.93 16.77
H 7.12 21.73 16.28
H 8.27 20.61 17.13
H 7.60 22.06 17.91
H 9.12 21.24 14.62
H 8.37 22.83 14.45
H 10.14 22.69 14.66
H 13.11 20.75 16.14
H 11.67 21.19 15.16
H 12.76 22.39 15.66
H 12.25 19.89 18.28
H 10.71 19.78 17.44
H 10.80 20.71 18.94
O 18.62 20.26 19.80
P 19.71 21.14 20.36
N 19.34 22.77 20.71
C 19.04 23.68 19.59
C 18.35 22.93 21.82
N 21.06 21.20 19.36
C 21.19 20.25 18.26
C 22.29 21.99 19.60
N 20.36 20.54 21.85
C 20.22 19.10 22.23
C 21.40 21.17 22.68
H 19.87 23.81 18.90
H 18.88 24.72 19.88
H 18.24 23.22 19.01
H 18.75 22.45 22.71
H 17.50 22.29 21.62
H 18.14 23.97 22.07
H 20.35 19.58 18.13
H 21.33 20.67 17.26
H 22.06 19.60 18.40
H 22.58 22.69 18.82
H 22.04 22.61 20.46
H 23.12 21.35 19.92
H 19.99 19.03 23.29
H 19.44 18.69 21.59
H 21.15 18.54 22.10
H 21.33 20.88 23.73
H 21.11 22.22 22.59
H 22.36 21.07 22.18
C 11.00 22.83 22.23
N 10.46 23.06 23.59
O 11.17 22.69 24.47
O 9.37 23.69 23.72
H 11.50 23.76 21.97
H 10.13 22.64 21.60
H 11.73 22.02 22.23
C 15.31 22.71 19.12
N 14.65 22.71 20.47
O 14.17 21.66 20.88
O 14.54 23.76 21.05
H 15.80 23.67 18.98
H 14.48 22.53 18.44
H 15.98 21.85 19.12
C 15.92 18.45 19.83
N 14.68 18.04 19.08
O 13.72 17.64 19.74
O 14.62 18.10 17.83
H 15.95 17.98 20.81
H 15.95 19.54 19.87
H 16.77 18.08 19.25
C 13.88 31.20 23.08
C 14.09 30.52 24.43
O 15.43 30.06 24.56
P 15.76 28.50 24.80
O 15.25 27.91 26.09
O 15.34 27.65 23.48
C 15.14 26.26 23.55
C 16.52 25.59 23.73
O 17.37 28.45 24.69
C 18.19 28.48 25.84
C 18.67 27.08 26.17
H 14.31 30.75 22.18
H 12.80 31.13 22.96
H 14.17 32.25 23.08
H 13.81 31.16 25.27
H 13.37 29.73 24.60
H 14.43 26.06 24.35
H 14.83 25.91 22.56
H 16.51 24.57 23.35
H 17.40 26.03 23.27
H 16.78 25.50 24.78
H 19.06 28.93 25.36
H 17.77 29.01 26.70
H 19.26 27.19 27.08
H 17.84 26.51 26.57
H 19.17 26.59 25.34
```

The orbital gap (alpha / beta) comes out at 2.158 / 5.730 eV. Its HOMO energy (alpha / beta) is -0.3 / -3.8 eV. As for the multiplicity: 2. The net charge is -1.

Here are the Mulliken charges for atoms 1 to 6, given in e: -1.1140 0.8405 0.4271 -0.8742 -1.2048 0.3124